No. 1
Molecular formula: C51H132F6N13O24S2
Method: DFT, ωB97M-V/def2-TZVPD

The geometry in XYZ format:
```
228
Properties=species:S:1:pos:R:3:mulliken_charge:R:1
C 1.009 1.921 1.374 -0.73
F 0.353 1.333 2.366 0.07
F 1.016 3.226 1.669 0.03
F 2.243 1.482 1.256 0.13
S 0.148 1.625 -0.304 0.30
O -1.027 2.418 -0.291 -0.66
O 1.173 1.953 -1.268 0.49
N -0.320 0.037 -0.210 -0.48
S 0.634 -0.854 -0.974 1.01
O 0.619 -0.626 -2.400 -0.51
O 1.959 -0.902 -0.376 -0.23
C 0.110 -2.630 -0.761 -0.42
F -0.424 -2.841 0.460 0.29
F -0.769 -3.025 -1.684 0.08
F 1.215 -3.338 -0.895 -0.17
C -3.661 -4.410 -0.054 -0.04
O -4.063 -5.587 -0.028 -0.69
N -2.894 -3.819 0.893 1.36
N -3.910 -3.529 -1.042 0.27
H -2.629 -4.321 1.733 -0.18
H -2.584 -2.881 0.738 -0.83
H -3.569 -2.582 -0.925 -0.61
H -4.532 -3.677 -1.813 0.28
C -0.295 2.165 -5.468 0.30
O -1.283 2.796 -5.094 -0.70
N 0.392 1.284 -4.691 0.38
N 0.222 2.300 -6.737 -0.32
H 1.341 1.202 -5.029 0.09
H 0.104 1.164 -3.737 -0.24
H -0.393 2.707 -7.417 0.24
H 1.038 1.798 -7.025 0.13
C -0.650 4.741 4.886 0.53
O -0.010 4.149 5.755 -0.64
N -1.155 5.999 5.112 -0.49
N -0.915 4.246 3.650 0.15
H -0.738 6.499 5.879 0.28
H -1.287 6.556 4.282 0.21
H -0.523 3.334 3.499 -0.28
H -1.505 4.711 2.988 0.14
C -0.502 -1.633 3.521 -0.85
C -1.852 -0.891 3.378 -0.53
O -2.230 -0.834 1.997 1.41
H -0.215 -1.460 4.563 0.51
H 0.329 -1.359 2.871 0.05
H -0.667 -2.703 3.391 -0.17
H -1.774 0.096 3.846 0.19
H -2.624 -1.447 3.909 0.62
H -1.425 -0.457 1.611 -1.05
C 3.368 1.672 -3.414 0.62
C 4.185 1.237 -4.607 -0.92
O 3.173 1.023 -5.675 -0.56
H 2.943 2.667 -3.496 0.29
H 3.906 1.569 -2.463 0.17
H 2.600 0.929 -3.177 -0.60
H 4.831 0.387 -4.404 0.18
H 4.728 2.085 -5.032 0.47
H 3.596 1.505 -6.390 0.29
C 2.095 -4.192 -3.713 -0.62
C 3.334 -4.286 -2.811 0.27
O 3.334 -5.410 -1.953 -0.49
H 1.929 -3.211 -4.158 0.26
H 1.151 -4.364 -3.190 -0.33
H 2.212 -4.972 -4.466 0.47
H 3.435 -3.439 -2.124 -0.26
H 4.151 -4.398 -3.534 0.46
H 4.182 -5.529 -1.525 0.25
C -4.426 -0.329 -2.971 -1.68
C -3.007 -0.299 -2.407 0.26
O -3.084 -0.599 -1.004 2.23
H -4.909 -1.294 -2.831 0.28
H -4.565 0.109 -3.958 0.36
H -5.013 0.377 -2.368 0.42
H -2.430 0.602 -2.598 0.65
H -2.565 -1.173 -2.898 -0.30
H -2.221 -0.498 -0.574 -1.41
C 0.722 -7.470 -1.337 -1.57
C -0.237 -6.356 -1.208 1.72
O -1.495 -6.859 -0.790 -0.64
H 1.037 -7.857 -0.359 0.35
H 1.680 -7.244 -1.807 0.30
H 0.270 -8.339 -1.821 0.38
H -0.372 -5.887 -2.198 -0.58
H 0.095 -5.517 -0.585 -0.38
H -2.023 -6.086 -0.539 0.15
C 3.190 -0.822 5.905 -0.39
O 2.637 0.338 6.502 -0.48
C 1.723 1.114 5.738 -0.05
C 2.520 1.874 4.674 0.95
N 3.015 3.156 5.197 -0.42
C 3.317 4.022 4.030 0.80
C 4.328 5.120 4.328 -0.32
O 3.860 5.878 5.453 -0.48
C 2.647 6.582 5.435 -0.61
H 2.384 -1.524 5.669 0.24
H 3.762 -1.263 6.719 0.27
H 3.826 -0.646 5.037 0.07
H 1.176 1.754 6.428 0.34
H 0.997 0.445 5.256 -0.26
H 1.717 2.186 3.990 -0.14
H 3.278 1.235 4.229 -0.56
H 2.245 3.476 5.767 0.41
H 2.351 4.392 3.674 -0.21
H 3.683 3.311 3.286 -0.42
H 4.378 5.851 3.513 0.35
H 5.329 4.814 4.618 0.23
H 2.958 7.606 5.181 0.36
H 2.218 6.650 6.438 0.24
H 1.905 6.125 4.776 0.16
C -1.335 -0.201 -9.338 -0.61
O -1.769 -1.159 -8.426 -0.36
C -2.396 -0.562 -7.283 -0.25
C -2.808 -1.597 -6.259 0.12
N -4.136 -2.196 -6.590 -0.48
C -4.565 -3.159 -5.544 0.30
C -4.060 -4.578 -5.808 -0.73
O -2.686 -4.642 -5.422 -0.42
C -2.393 -4.665 -4.033 -0.14
H -2.076 0.588 -9.510 0.30
H -1.018 -0.688 -10.260 0.28
H -0.420 0.314 -9.003 0.15
H -3.205 0.056 -7.683 0.43
H -1.673 0.110 -6.805 -0.11
H -2.706 -1.162 -5.261 -0.08
H -2.004 -2.341 -6.209 0.32
H -3.801 -2.729 -7.392 0.32
H -5.656 -3.099 -5.627 0.34
H -4.285 -2.725 -4.586 -0.45
H -4.104 -4.778 -6.877 0.36
H -4.532 -5.395 -5.252 0.35
H -2.841 -5.588 -3.654 0.35
H -2.723 -3.758 -3.523 0.04
H -1.308 -4.705 -3.977 0.02
C -8.425 -0.443 3.188 -0.75
O -7.363 0.152 2.470 -0.25
C -6.732 -0.809 1.643 -0.81
C -5.626 -0.039 0.860 0.26
N -4.822 0.712 1.841 -0.12
C -4.051 1.751 1.152 0.25
C -3.762 2.914 2.083 -0.52
O -4.960 3.409 2.645 -0.38
C -4.632 4.396 3.606 -0.73
H -8.977 0.306 3.765 0.29
H -7.996 -1.057 3.986 0.25
H -9.207 -0.967 2.633 0.29
H -7.428 -1.192 0.882 0.40
H -6.405 -1.720 2.151 0.23
H -6.211 0.558 0.161 0.50
H -5.015 -0.737 0.284 -0.37
H -4.194 -0.004 2.198 0.04
H -4.281 1.841 0.088 0.36
H -3.016 1.425 0.932 -0.30
H -3.260 3.704 1.500 0.35
H -2.998 2.579 2.795 0.04
H -3.739 4.088 4.161 0.21
H -5.412 4.565 4.348 0.34
H -4.401 5.369 3.153 0.25
C -0.914 -5.733 2.766 -0.62
O -2.177 -5.530 3.373 -0.47
C -3.125 -6.536 3.106 -0.60
C -4.581 -6.082 3.137 -0.18
N -5.179 -6.534 4.393 -0.38
C -6.587 -6.222 4.676 -0.61
C -6.937 -4.735 4.612 -0.83
O -7.023 -4.185 3.324 0.08
C -8.201 -4.493 2.617 -1.01
H -0.601 -6.758 2.974 0.42
H -0.151 -5.010 3.053 0.21
H -0.989 -5.564 1.685 0.17
H -2.934 -7.419 3.733 0.43
H -2.979 -7.032 2.137 0.23
H -5.063 -6.450 2.225 0.40
H -4.702 -4.999 3.089 -0.02
H -5.215 -7.549 4.400 0.26
H -6.890 -6.570 5.662 0.39
H -7.217 -6.648 3.880 0.31
H -6.216 -4.153 5.187 0.30
H -7.876 -4.698 5.181 0.47
H -9.050 -4.193 3.252 0.41
H -8.403 -5.544 2.398 0.31
H -8.287 -3.837 1.755 0.24
C 10.021 3.641 0.537 -0.85
O 8.695 3.341 0.912 -0.13
C 8.509 2.759 2.178 -0.97
C 7.052 2.386 2.357 0.09
N 6.781 1.258 1.483 -0.34
C 5.381 1.010 1.239 0.12
C 5.110 -0.272 0.427 -0.18
O 5.386 -0.145 -0.944 -0.33
C 4.825 -1.156 -1.726 -0.78
H 10.617 2.735 0.364 0.30
H 10.452 4.123 1.425 0.36
H 9.939 4.216 -0.381 0.19
H 8.743 3.546 2.911 0.47
H 9.170 1.895 2.301 0.39
H 6.492 3.316 2.148 -0.21
H 6.710 2.204 3.379 0.42
H 7.265 1.422 0.607 0.37
H 4.934 1.783 0.597 -0.03
H 4.908 0.872 2.212 -0.16
H 4.038 -0.471 0.551 -0.07
H 5.604 -1.099 0.953 0.37
H 3.736 -1.054 -1.808 -0.08
H 5.004 -2.174 -1.355 0.58
H 5.267 -1.126 -2.722 0.38
C 1.470 6.126 -3.945 -0.76
O 2.225 6.071 -2.732 -0.44
C 1.692 5.089 -1.824 0.06
C 2.920 4.649 -1.016 0.47
N 3.535 5.740 -0.268 -0.38
C 4.910 5.333 0.146 0.17
C 6.032 5.471 -0.869 -0.20
O 6.145 6.816 -1.295 -0.35
C 7.420 7.152 -1.811 -0.76
H 1.818 7.046 -4.414 0.26
H 0.392 6.194 -3.783 0.32
H 1.688 5.220 -4.516 0.25
H 1.349 4.224 -2.394 -0.07
H 0.927 5.600 -1.237 0.40
H 3.611 4.146 -1.702 -0.03
H 2.612 3.900 -0.282 -0.32
H 3.807 6.448 -0.953 0.48
H 4.891 4.320 0.557 -0.44
H 5.107 5.926 1.045 0.18
H 5.817 4.878 -1.770 0.13
H 6.990 5.109 -0.482 0.22
H 7.805 6.367 -2.470 0.31
H 8.059 7.258 -0.928 0.29
H 7.308 8.069 -2.384 0.25
```

Calculated values
- net charge = -1
- highest occupied orbital energy (Eh) = -0.229
- energy (eV) = -161507.3173
- orbital gap (eV) = 8.13

***

No. 2
Molecular formula: C51H132N4O17
Method: DFT, ωB97M-V/def2-TZVPD

The geometry in XYZ format:
```
204
Properties=species:S:1:pos:R:3:mulliken_charge:R:1
C -2.643 -2.031 -4.091 -0.40
O -3.384 -3.236 -4.257 -0.37
C -2.862 -3.975 -5.293 -0.39
C -3.720 -5.272 -5.511 -0.69
N -5.058 -4.897 -6.090 -0.31
C -6.041 -5.963 -6.212 -0.78
C -7.319 -5.434 -6.934 -0.63
O -7.784 -4.315 -6.141 -0.31
C -8.584 -3.358 -6.786 -0.74
H -2.955 -1.499 -3.203 0.11
H -2.632 -1.349 -4.941 0.56
H -1.563 -2.274 -4.008 -0.05
H -1.800 -4.327 -5.056 0.18
H -2.808 -3.295 -6.164 0.45
H -3.821 -5.786 -4.525 0.33
H -3.181 -5.837 -6.264 0.34
H -5.580 -4.217 -5.572 0.29
H -6.292 -6.449 -5.219 0.32
H -5.672 -6.772 -6.801 0.44
H -8.013 -6.182 -7.094 0.49
H -6.956 -5.046 -7.881 0.34
H -8.197 -3.133 -7.800 0.32
H -8.456 -2.434 -6.155 0.21
H -9.642 -3.496 -6.820 0.29
C -3.226 9.807 -0.156 -0.73
O -2.385 8.655 -0.050 -0.25
C -1.004 8.941 -0.155 -0.62
C -0.317 7.626 -0.174 -0.40
N -0.389 6.868 -1.453 -0.25
C 0.360 5.613 -1.464 -1.27
C -0.457 4.462 -0.892 0.40
O -0.644 4.689 0.517 -0.01
C -1.774 4.023 1.089 -1.86
H -4.217 9.528 0.193 0.22
H -3.334 10.179 -1.199 0.27
H -2.786 10.619 0.499 0.29
H -0.642 9.538 0.730 0.38
H -0.696 9.601 -0.998 0.34
H -0.786 7.074 0.643 0.04
H 0.754 7.675 -0.004 0.44
H 0.014 7.398 -2.211 0.28
H 1.421 5.620 -1.042 0.28
H 0.499 5.296 -2.492 0.51
H 0.097 3.518 -1.097 -0.22
H -1.479 4.507 -1.435 0.34
H -1.742 2.918 1.151 0.59
H -2.664 4.248 0.480 0.52
H -1.913 4.374 2.066 0.35
C -4.299 -3.965 1.914 -0.71
O -4.737 -2.637 1.692 -0.48
C -3.891 -1.977 0.760 0.71
C -4.313 -0.482 0.690 -0.71
N -3.933 0.317 1.818 -0.31
C -2.466 0.445 1.978 0.63
C -2.120 1.407 3.158 -0.49
O -2.576 0.805 4.375 -0.52
C -2.027 1.479 5.512 -0.39
H -4.960 -4.428 2.622 0.30
H -3.299 -3.977 2.345 0.18
H -4.254 -4.535 1.039 0.35
H -3.959 -2.460 -0.227 0.44
H -2.799 -2.037 1.045 -0.43
H -5.416 -0.482 0.586 0.41
H -3.858 -0.001 -0.215 0.05
H -4.394 0.027 2.686 0.41
H -2.059 0.938 1.046 -0.68
H -1.994 -0.522 2.173 0.23
H -2.642 2.343 3.129 0.78
H -0.986 1.503 3.170 0.05
H -2.162 2.572 5.436 0.29
H -0.961 1.241 5.532 -0.09
H -2.442 0.964 6.384 0.34
C 1.025 -1.025 5.047 -0.89
O 1.095 -1.236 3.717 0.32
C 0.566 -2.435 3.358 -1.39
C 0.731 -2.668 1.908 -0.51
N -0.059 -1.797 1.111 1.15
C 0.380 -1.935 -0.296 -1.37
C -0.612 -1.220 -1.238 0.80
O -0.461 0.139 -1.086 1.01
C -1.267 0.791 -2.091 0.31
H 1.818 -1.672 5.481 0.36
H 0.064 -1.319 5.400 0.46
H 1.232 -0.006 5.343 -0.15
H -0.504 -2.512 3.695 0.36
H 1.126 -3.170 3.934 0.60
H 0.362 -3.712 1.746 0.26
H 1.798 -2.656 1.625 0.28
H -0.006 -0.846 1.463 -0.66
H 0.472 -3.004 -0.556 0.45
H 1.409 -1.532 -0.390 -0.11
H -1.608 -1.536 -0.959 -0.47
H -0.371 -1.574 -2.267 -0.39
H -0.980 0.354 -3.067 -0.26
H -1.051 1.837 -2.124 -0.44
H -2.332 0.574 -1.941 0.10
C 1.463 -0.006 -4.998 -0.79
C 0.656 -1.012 -5.774 1.23
C 0.960 -0.958 -7.284 -1.58
O 0.826 -2.399 -5.284 -0.45
H 1.185 -0.023 -3.943 -0.23
H 1.238 0.954 -5.431 0.28
H 2.553 -0.166 -5.200 0.45
H -0.409 -0.747 -5.606 -0.17
H 0.727 0.005 -7.753 0.36
H 0.446 -1.730 -7.869 0.35
H 2.038 -1.120 -7.455 0.39
H 1.751 -2.702 -5.387 0.23
C -0.164 -6.681 -1.520 -1.13
C -1.579 -6.340 -1.773 0.33
C -1.884 -4.881 -1.670 -0.58
O -1.923 -6.691 -3.121 -0.45
H 0.553 -6.056 -1.982 0.09
H -0.038 -7.730 -1.944 0.35
H 0.122 -6.730 -0.455 0.36
H -2.231 -6.909 -1.062 0.20
H -1.264 -4.250 -2.330 -0.17
H -1.582 -4.530 -0.671 0.31
H -2.918 -4.629 -1.807 0.40
H -2.065 -7.653 -3.103 0.31
C 5.174 0.917 -0.893 -1.48
C 4.341 -0.323 -0.592 2.35
C 3.654 -0.969 -1.761 -0.79
O 5.130 -1.377 -0.006 -0.68
H 5.446 1.404 0.072 0.30
H 4.819 1.716 -1.481 0.43
H 6.108 0.628 -1.429 0.45
H 3.587 -0.016 0.140 -1.24
H 3.412 -1.984 -1.501 -0.13
H 4.382 -1.048 -2.583 0.68
H 2.748 -0.442 -2.224 -0.20
H 6.054 -1.177 0.003 0.40
C 1.415 5.537 6.698 -1.49
C 1.316 4.184 7.412 1.67
C 2.349 3.872 8.483 -1.31
O 0.007 4.070 8.043 -0.63
H 0.608 5.594 5.950 0.32
H 2.384 5.677 6.208 0.33
H 1.304 6.417 7.375 0.37
H 1.479 3.400 6.601 -0.52
H 2.043 2.991 9.009 0.25
H 2.537 4.657 9.246 0.33
H 3.257 3.691 7.949 0.38
H 0.011 3.286 8.640 0.35
C 1.527 3.454 3.418 -0.89
C 2.064 2.990 2.022 0.35
C 1.338 1.760 1.518 0.68
O 2.137 4.091 1.118 -0.65
H 0.461 3.733 3.351 0.09
H 2.039 4.361 3.833 0.41
H 1.677 2.688 4.210 0.06
H 3.145 2.702 2.153 -0.11
H 0.287 1.910 1.399 -0.46
H 1.482 0.913 2.235 -0.06
H 1.779 1.545 0.558 0.24
H 1.241 4.433 1.107 0.26
C 2.654 -2.166 8.599 -1.29
C 3.249 -0.886 9.107 0.60
C 2.972 0.284 8.180 -0.80
O 2.776 -0.605 10.432 -0.56
H 3.105 -2.493 7.647 0.28
H 1.583 -2.030 8.331 0.27
H 2.647 -2.973 9.300 0.39
H 4.356 -1.096 9.163 0.11
H 3.353 1.164 8.746 0.34
H 1.895 0.401 8.016 0.20
H 3.464 0.231 7.185 0.14
H 2.965 0.315 10.657 0.33
C 5.896 -0.917 4.584 -1.25
C 5.518 -0.666 3.146 0.69
C 4.817 0.690 2.906 0.08
O 6.653 -0.673 2.227 -0.61
H 6.285 -0.055 5.119 0.31
H 6.713 -1.654 4.594 0.36
H 4.992 -1.281 5.055 0.19
H 4.781 -1.400 2.807 0.17
H 5.542 1.465 3.031 0.41
H 3.909 0.752 3.574 0.05
H 4.461 0.689 1.896 -0.84
H 6.642 -1.622 2.033 0.41
C -0.627 3.431 -5.455 -1.09
C -1.369 4.720 -5.356 0.50
C -2.860 4.678 -4.911 -1.31
O -0.562 5.533 -4.517 -0.49
H 0.332 3.743 -5.786 0.41
H -1.185 2.749 -6.089 0.46
H -0.459 2.930 -4.492 0.06
H -1.354 5.096 -6.370 0.17
H -3.463 4.077 -5.660 0.37
H -3.370 5.654 -4.815 0.42
H -2.991 4.171 -3.935 0.24
H -1.065 6.268 -4.170 0.28
C 3.522 -5.054 -2.264 -0.96
C 4.571 -4.370 -3.179 0.93
C 5.496 -5.355 -3.833 -1.44
O 3.811 -3.636 -4.143 -0.57
H 3.881 -5.762 -1.543 0.52
H 2.797 -5.567 -2.932 0.28
H 3.000 -4.333 -1.674 -0.05
H 5.118 -3.624 -2.554 0.09
H 6.268 -5.671 -3.132 0.36
H 5.815 -4.784 -4.719 0.35
H 4.972 -6.213 -4.240 0.35
H 3.276 -3.030 -3.621 0.13
```

Calculated values
- net charge = 0
- highest occupied orbital energy (Eh) = -0.306
- energy (eV) = -95787.1536
- orbital gap (eV) = 8.80

***

Going through the records in order, we get molecular weight values of 1489.81; 1073.63 g mol⁻¹.